C4H6BNO2S as an isolated structure at a distorted geometry. Source: the Open Molecules 2025 dataset; level of theory: ωB97M-V/def2-TZVPD.

The geometry in ORCA input format:
```
! wB97M-V def2-TZVPD RIJCOSX def2/J DEFGRID3
* xyz 0 1
B -1.7053 -0.4066 -0.1383
C 1.3096 1.1301 0.4499
C 2.9109 -0.0141 -0.4971
C 0.7034 -0.0349 0.6224
C -0.6642 -0.2491 0.9934
N 2.5646 1.1660 -0.1252
O -1.2455 -0.6793 -1.3479
O -3.0919 -0.2675 0.1064
S 1.6417 -1.2176 -0.1145
H 0.7722 1.9983 0.7664
H 3.6796 -0.4348 -1.1518
H -0.8364 -1.0733 1.7183
H -0.8725 0.8226 1.6527
H -1.6230 -0.3849 -2.1846
H -3.5431 -0.3551 -0.7501
*
```

Computed properties:
energy above the lowest of the compared OMol25 structures with the same formula, charge and spin	47.8	kJ/mol
max |F|	5.08	eV/A
Kohn-Sham gap	9.08	eV
LUMO level	0.15	eV